{"formula": "C12H18O8S", "method": "ωB97M-V/def2-TZVPD", "elements": ["C", "C", "O", "C", "C", "C", "C", "C", "O", "C", "O", "O", "C", "O", "H", "H", "H", "H", "H", "H", "H", "H", "H", "H", "C", "C", "O", "S", "C", "O", "O", "H", "H", "H", "H", "H", "H", "H", "H"], "coordinates": [[-2.362, 3.255, 0.394], [-1.465, 2.698, 1.485], [-0.431, 3.638, 1.757], [0.142, 3.492, 3.033], [0.835, 2.180, 3.237], [1.562, 1.436, 2.409], [1.941, 1.744, 1.001], [1.294, 0.859, -0.051], [1.024, -0.295, 0.106], [2.005, 0.220, 3.159], [2.564, -0.752, 2.779], [1.639, 0.389, 4.488], [0.773, 1.464, 4.542], [0.116, 1.704, 5.504], [-2.433, 4.339, 0.485], [-1.979, 3.022, -0.599], [-3.362, 2.829, 0.473], [-1.034, 1.741, 1.164], [-2.035, 2.493, 2.399], [-0.613, 3.614, 3.817], [0.873, 4.297, 3.137], [3.027, 1.638, 0.887], [1.683, 2.778, 0.772], [1.075, 1.367, -1.009], [-1.037, -3.539, -0.904], [0.105, -2.881, -1.644], [0.367, -3.490, -2.939], [-0.635, -3.156, -4.117], [0.347, -3.782, -5.435], [-0.760, -1.733, -4.231], [-1.820, -3.948, -3.998], [-1.988, -3.388, -1.411], [-1.101, -3.106, 0.095], [-0.870, -4.612, -0.812], [-0.060, -1.814, -1.785], [1.041, -3.000, -1.105], [1.253, -3.188, -5.512], [-0.253, -3.689, -6.337], [0.571, -4.826, -5.234]], "e_lumo_ev": -0.9185, "total_energy_ev": -39949.99091, "relative_energy_ev": 0.000, "orbital_gap_ev": 9.47, "charge": 0, "homo_ev": -10.39, "smiles": "CCOCC1=C(CC=O)C(=O)OC1=O.CCOS(C)(=O)=O"}

=====

{"formula": "C12H18O9", "method": "ωB97M-V/def2-TZVPD", "elements": ["C", "C", "C", "O", "C", "O", "O", "H", "H", "H", "H", "H", "H", "C", "C", "C", "O", "C", "O", "O", "H", "H", "H", "H", "H", "H", "C", "C", "C", "O", "C", "O", "O", "H", "H", "H", "H", "H", "H"], "coordinates": [[0.693, 0.129, -1.623], [2.091, -0.038, -2.088], [2.070, -0.523, -3.594], [2.427, 0.710, -4.294], [2.784, 1.667, -3.448], [3.053, 2.822, -3.677], [2.701, 1.283, -2.258], [0.217, -0.749, -1.395], [-0.006, 0.740, -2.170], [0.598, 0.534, -0.527], [2.612, -0.572, -1.608], [1.015, -0.662, -3.972], [2.665, -1.501, -3.644], [0.045, -4.426, 0.279], [-0.864, -3.493, 0.969], [-0.161, -2.094, 1.209], [-1.096, -1.224, 0.841], [-2.231, -1.914, 0.353], [-3.281, -1.348, -0.129], [-1.971, -3.086, 0.245], [0.460, -3.916, -0.567], [-0.733, -5.279, 0.101], [1.103, -4.683, 0.864], [-1.360, -3.920, 1.852], [0.598, -1.996, 0.412], [0.107, -2.031, 2.261], [-1.721, 2.988, 0.589], [-1.395, 2.199, 1.840], [0.141, 2.203, 2.267], [0.092, 2.963, 3.471], [-1.073, 3.280, 3.786], [-1.371, 4.066, 4.694], [-2.001, 2.795, 2.933], [-1.372, 3.973, 0.541], [-2.757, 3.047, 0.387], [-1.353, 2.532, -0.559], [-1.977, 1.205, 2.037], [0.771, 3.071, 1.427], [0.478, 1.248, 2.193]], "e_lumo_ev": -0.1632, "total_energy_ev": -31157.15069, "relative_energy_ev": 7.339, "orbital_gap_ev": 10.21, "charge": 0, "homo_ev": -10.37}

=====

{"formula": "C12H19ClINO2PSn", "method": "ωB97M-V/def2-TZVPD", "elements": ["C", "C", "H", "H", "H", "O", "I", "Sn", "P", "C", "C", "H", "H", "H", "C", "H", "H", "H", "H", "H", "H", "C", "O", "Cl", "C", "C", "C", "C", "N", "C", "C", "H", "H", "H", "H", "H", "H", "H"], "coordinates": [[-0.694, -5.283, -4.270], [-0.081, -4.347, -3.266], [-0.052, -6.154, -4.472], [-0.854, -4.717, -5.191], [-1.660, -5.612, -3.878], [0.932, -4.428, -2.638], [-1.455, -2.462, -3.054], [-0.193, -1.302, -0.618], [0.971, 0.856, -1.835], [2.576, 1.615, -1.419], [1.189, 0.327, -3.554], [-1.120, 2.056, -2.114], [0.281, 2.927, -2.845], [0.030, 2.951, -1.067], [-0.066, 2.338, -1.978], [0.264, -0.116, -3.941], [1.457, 1.210, -4.148], [2.885, 2.268, -2.243], [3.343, 0.853, -1.266], [1.993, -0.415, -3.628], [2.482, 2.218, -0.511], [2.103, -0.252, 1.134], [2.695, 0.246, 1.974], [-2.275, -0.047, -0.658], [-1.432, 1.893, 5.770], [-1.160, 1.286, 4.416], [-1.512, 1.965, 3.243], [-1.252, 1.356, 2.016], [-0.574, 0.192, 1.902], [-0.254, -0.455, 3.019], [-0.513, 0.048, 4.291], [-1.002, 2.908, 5.858], [-2.515, 1.978, 5.976], [-0.984, 1.265, 6.554], [-2.032, 2.931, 3.249], [-1.567, 1.820, 1.089], [0.258, -1.414, 2.928], [-0.213, -0.504, 5.178]], "e_lumo_ev": [-15.2470, -15.2772], "total_energy_ev": -54049.11910, "relative_energy_ev": 0.000, "orbital_gap_ev": [3.51, 3.38], "charge": 3, "homo_ev": [-18.76, -18.66]}

=====

{"formula": "C12H19ClINO2PTl", "method": "ωB97M-V/def2-TZVPD", "elements": ["C", "C", "H", "H", "H", "O", "I", "Tl", "P", "C", "C", "H", "H", "H", "C", "H", "H", "H", "H", "H", "H", "C", "O", "Cl", "C", "C", "C", "C", "N", "C", "C", "H", "H", "H", "H", "H", "H", "H"], "coordinates": [[-4.168, 2.396, -5.879], [-3.923, 1.301, -4.865], [-5.012, 2.080, -6.512], [-3.270, 2.542, -6.500], [-4.421, 3.335, -5.361], [-4.508, 0.267, -4.703], [-2.231, 1.742, -3.533], [-1.166, 0.085, -0.499], [1.240, -1.463, -1.359], [1.559, -3.253, -1.336], [0.870, -1.165, -3.131], [2.848, 0.328, -1.276], [3.599, -1.144, -2.002], [3.335, -1.031, -0.228], [2.928, -0.767, -1.215], [0.729, -0.085, -3.285], [1.680, -1.533, -3.780], [2.297, -3.560, -2.090], [0.624, -3.798, -1.513], [-0.070, -1.670, -3.399], [1.928, -3.541, -0.344], [-0.885, -2.665, 0.929], [-0.916, -3.548, 1.645], [0.456, 2.100, -1.030], [0.752, 1.480, 6.309], [0.542, 1.080, 4.867], [1.591, 1.006, 3.947], [1.343, 0.629, 2.620], [0.131, 0.241, 2.184], [-0.887, 0.354, 3.048], [-0.731, 0.739, 4.387], [1.449, 0.784, 6.796], [1.183, 2.488, 6.355], [-0.182, 1.478, 6.882], [2.622, 1.245, 4.246], [2.172, 0.632, 1.903], [-1.896, 0.117, 2.699], [-1.610, 0.773, 5.022]], "e_lumo_ev": [-11.6160, -11.6119], "total_energy_ev": -52924.26771, "relative_energy_ev": 0.000, "orbital_gap_ev": [3.71, 3.72], "charge": 2, "homo_ev": [-15.33, -15.33]}

=====

{"formula": "C12H19FN", "method": "ωB97M-V/def2-TZVPD", "elements": ["C", "C", "C", "C", "C", "C", "C", "C", "C", "C", "C", "C", "N", "F", "H", "H", "H", "H", "H", "H", "H", "H", "H", "H", "H", "H", "H", "H", "H", "H", "H", "H", "H"], "coordinates": [[-4.692, -0.670, -0.849], [-4.116, -1.402, 0.215], [-4.035, 0.194, -1.531], [-2.872, -1.203, 0.551], [-2.568, 0.600, -1.145], [-2.029, -0.211, -0.025], [-0.296, -0.694, 1.743], [2.654, 0.798, 1.760], [3.631, -0.868, 0.074], [2.846, 1.002, -2.123], [-0.847, 0.053, 0.566], [2.861, 0.453, 0.311], [2.606, 1.210, -0.710], [-0.146, 1.069, -0.024], [-5.819, -0.607, -0.852], [-4.811, -2.081, 0.745], [-4.662, 0.788, -2.183], [-2.545, -1.625, 1.493], [-2.419, 1.604, -0.938], [-0.914, -1.549, 1.824], [0.737, -1.102, 1.779], [-0.489, -0.126, 2.639], [1.825, 1.445, 1.952], [3.620, 1.211, 2.110], [2.474, -0.060, 2.349], [2.910, -1.698, 0.166], [4.174, -0.890, -0.797], [4.327, -1.001, 0.889], [1.818, 1.110, -2.673], [3.542, 1.763, -2.447], [3.424, 0.098, -2.330], [1.857, 1.992, -0.442], [-2.048, 0.397, -2.099]], "e_lumo_ev": -3.7716, "total_energy_ev": -16950.57286, "relative_energy_ev": 0.597, "orbital_gap_ev": 6.59, "charge": 1, "homo_ev": -10.36}

=====

{"formula": "C12H19MoN", "method": "ωB97M-V/def2-TZVPD", "elements": ["C", "C", "C", "C", "C", "Mo", "C", "C", "C", "N", "H", "H", "H", "H", "H", "H", "H", "H", "H", "H", "C", "C", "C", "C", "H", "H", "H", "H", "H", "H", "H", "H", "H"], "coordinates": [[-0.016, -1.232, -1.876], [-1.338, -1.312, -1.329], [-1.259, -1.919, -0.062], [0.122, -2.281, 0.181], [0.848, -2.002, -1.030], [0.551, -0.156, 0.182], [-1.410, 2.129, -1.597], [-0.601, 2.630, -2.543], [0.522, 3.185, -2.986], [2.267, 0.066, 0.705], [-2.105, -2.183, 0.586], [-2.265, -1.042, -1.860], [0.496, -2.879, 1.019], [1.888, -2.297, -1.239], [0.226, -0.867, -2.886], [-2.117, 1.323, -1.817], [2.748, 0.638, -0.044], [-1.439, 2.441, -0.550], [0.460, 3.966, -3.747], [1.556, 2.944, -2.708], [1.212, -0.750, 3.491], [-0.253, -0.494, 3.106], [-0.990, 0.000, 4.348], [-0.443, 0.468, 1.939], [1.747, 0.191, 3.687], [1.767, -1.314, 2.737], [1.216, -1.325, 4.424], [-0.716, -1.447, 2.794], [-0.584, 0.955, 4.701], [-2.066, 0.099, 4.179], [-0.844, -0.735, 5.139], [-1.485, 0.545, 1.591], [-0.081, 1.486, 2.113]], "e_lumo_ev": [0.4668, -0.5833], "spin_multiplicity": 3, "total_energy_ev": -16092.12110, "relative_energy_ev": 0.000, "orbital_gap_ev": [7.47, 8.16], "charge": 0, "homo_ev": [-7.00, -8.74]}